No. 1
{"formula": "C37H91B2NO20P5", "method": "wB97M-V/def2-TZVPD", "elements": ["C", "C", "C", "C", "C", "C", "C", "C", "C", "O", "P", "B", "C", "O", "O", "C", "B", "O", "N", "C", "C", "H", "H", "H", "H", "H", "H", "H", "H", "H", "H", "H", "H", "H", "H", "H", "H", "H", "H", "H", "H", "H", "H", "H", "H", "H", "H", "H", "H", "H", "H", "H", "O", "P", "O", "C", "C", "O", "C", "C", "O", "C", "C", "H", "H", "H", "H", "H", "H", "H", "H", "H", "H", "H", "H", "H", "H", "H", "O", "P", "O", "C", "C", "O", "C", "C", "O", "C", "C", "H", "H", "H", "H", "H", "H", "H", "H", "H", "H", "H", "H", "H", "H", "H", "O", "P", "O", "C", "C", "O", "C", "C", "O", "C", "C", "H", "H", "H", "H", "H", "H", "H", "H", "H", "H", "H", "H", "H", "H", "H", "O", "P", "O", "C", "C", "O", "C", "C", "O", "C", "C", "H", "H", "H", "H", "H", "H", "H", "H", "H", "H", "H", "H", "H", "H", "H"], "coordinates": [[0.09, 2.48, 3.49], [0.36, 3.75, 3.09], [1.61, 4.24, 2.41], [2.93, 3.60, 2.94], [3.14, 2.36, 2.02], [4.25, 1.37, 2.40], [3.95, 0.31, 3.51], [4.59, 0.62, 4.88], [2.46, -0.01, 3.71], [2.84, 3.29, 4.31], [4.02, 4.14, 5.28], [2.67, 5.12, 6.30], [3.13, 6.11, 7.46], [1.27, 4.99, 6.10], [4.27, 5.31, 4.00], [4.16, 4.53, 2.80], [4.23, 5.63, 1.67], [3.44, 5.61, 0.49], [5.20, 6.76, 1.79], [4.54, 8.05, 1.66], [6.19, 6.52, 0.73], [-0.01, 1.62, 2.82], [-0.02, 2.28, 4.56], [-0.42, 4.50, 3.25], [1.62, 5.33, 2.53], [1.54, 4.08, 1.32], [3.45, 2.81, 1.07], [2.18, 1.87, 1.82], [5.17, 1.88, 2.68], [4.49, 0.79, 1.50], [4.42, -0.62, 3.18], [3.87, 1.08, 5.55], [5.52, 1.17, 4.80], [4.84, -0.35, 5.33], [2.40, -1.05, 4.07], [1.86, 0.04, 2.81], [2.06, 0.59, 4.53], [5.02, 4.86, 6.09], [3.98, 3.20, 6.44], [5.14, 3.37, 4.80], [2.41, 6.03, 8.29], [3.15, 7.15, 7.13], [4.10, 5.84, 7.87], [0.95, 4.37, 6.77], [5.14, 4.01, 2.73], [2.73, 6.25, 0.60], [4.80, 8.59, 0.74], [4.86, 8.70, 2.49], [3.45, 8.00, 1.72], [6.14, 5.48, 0.39], [7.22, 6.69, 1.06], [6.01, 7.12, -0.17], [-0.03, -0.88, 0.00], [-0.86, -1.98, -0.61], [0.43, -3.03, -0.70], [0.91, -3.65, 0.49], [-0.03, -4.74, 0.99], [-0.90, -1.38, -2.14], [-0.91, 0.02, -2.39], [0.48, 0.51, -2.75], [-1.83, -3.23, -1.05], [-1.92, -3.79, -2.37], [-0.65, -4.40, -2.91], [1.07, -2.90, 1.26], [1.88, -4.09, 0.25], [-0.99, -4.32, 1.32], [0.41, -5.27, 1.84], [-0.25, -5.46, 0.20], [-1.31, 0.57, -1.54], [-1.59, 0.20, -3.23], [1.23, 0.14, -2.05], [0.52, 1.60, -2.77], [0.77, 0.14, -3.74], [-2.33, -3.05, -3.06], [-2.67, -4.58, -2.29], [0.10, -3.64, -3.14], [-0.88, -4.93, -3.84], [-0.21, -5.10, -2.21], [-3.51, -4.83, -6.47], [-4.90, -4.99, -7.00], [-5.44, -5.91, -5.73], [-5.71, -5.29, -4.48], [-7.00, -4.48, -4.53], [-4.55, -6.14, -8.13], [-3.29, -6.19, -8.78], [-2.38, -7.22, -8.14], [-6.45, -4.95, -7.55], [-7.14, -6.04, -8.19], [-7.33, -7.27, -7.34], [-4.87, -4.66, -4.18], [-5.81, -6.08, -3.74], [-6.90, -3.63, -5.20], [-7.25, -4.10, -3.54], [-7.82, -5.09, -4.89], [-2.82, -5.21, -8.79], [-3.47, -6.46, -9.82], [-2.37, -7.12, -7.05], [-1.36, -7.14, -8.51], [-2.75, -8.23, -8.35], [-6.67, -6.28, -9.14], [-8.13, -5.63, -8.44], [-6.38, -7.79, -7.17], [-8.00, -7.96, -7.86], [-7.75, -7.03, -6.37], [10.32, 4.93, 1.88], [11.40, 4.90, 2.90], [11.32, 3.41, 3.57], [11.65, 2.27, 2.78], [13.14, 2.15, 2.54], [10.77, 5.81, 4.08], [9.69, 6.73, 3.83], [8.36, 6.14, 4.23], [12.93, 5.25, 3.32], [13.33, 5.63, 4.64], [13.09, 4.59, 5.71], [11.10, 2.31, 1.83], [11.29, 1.40, 3.33], [13.51, 2.97, 1.92], [13.37, 1.21, 2.03], [13.69, 2.18, 3.48], [9.69, 7.04, 2.79], [9.90, 7.63, 4.43], [8.23, 5.13, 3.85], [7.53, 6.75, 3.89], [8.30, 6.06, 5.32], [12.87, 6.58, 4.91], [14.40, 5.82, 4.56], [12.03, 4.46, 5.92], [13.58, 4.91, 6.64], [13.50, 3.62, 5.42], [-10.81, -4.83, -3.48], [-12.05, -4.05, -3.24], [-11.68, -2.99, -2.07], [-10.75, -1.93, -2.36], [-11.36, -0.86, -3.23], [-12.94, -5.13, -2.38], [-12.65, -6.53, -2.41], [-11.84, -6.94, -1.19], [-13.35, -3.31, -3.84], [-14.64, -3.29, -3.20], [-14.68, -2.62, -1.85], [-9.85, -2.35, -2.82], [-10.46, -1.51, -1.40], [-11.59, -1.24, -4.23], [-10.68, -0.01, -3.34], [-12.30, -0.49, -2.81], [-12.13, -6.80, -3.33], [-13.60, -7.05, -2.41], [-11.00, -6.26, -1.03], [-11.46, -7.95, -1.29], [-12.46, -6.88, -0.29], [-15.05, -4.30, -3.16], [-15.28, -2.73, -3.89], [-14.16, -3.21, -1.09], [-15.72, -2.51, -1.53], [-14.22, -1.64, -1.88]], "total_charge": -1, "lumo_ev": -0.3523, "e_tot_ha": -4780.372058, "orbital_gap_ev": 2.859, "e_homo_ev": -3.21}

---

No. 2
{"formula": "C3H10N2", "method": "wB97M-V/def2-TZVPD", "elements": ["C", "C", "N", "C", "N", "H", "H", "H", "H", "H", "H", "H", "H", "H", "H"], "coordinates": [[2.30, -0.01, 0.01], [0.91, 0.04, 0.69], [-0.10, -0.41, -0.29], [-1.34, 0.44, -0.24], [-2.51, -0.41, -0.30], [2.33, -0.74, -0.80], [2.98, -0.33, 0.81], [2.69, 0.95, -0.33], [0.93, -0.55, 1.61], [0.71, 1.06, 1.01], [-0.51, -1.34, -0.20], [-1.24, 1.10, -1.12], [-1.35, 1.07, 0.64], [-3.37, 0.11, -0.36], [-2.43, -0.99, -1.13]], "lumo_ev": 1.2435, "smiles": "CCNCN", "e_tot_ha": -229.777084, "orbital_gap_ev": 9.989, "e_homo_ev": -8.75}

---

No. 3
{"formula": "C50H121Br8O28P7", "method": "wB97M-V/def2-TZVPD", "elements": ["C", "C", "O", "P", "O", "O", "C", "C", "O", "C", "C", "H", "H", "H", "H", "H", "H", "H", "H", "H", "H", "H", "H", "H", "H", "H", "C", "C", "O", "P", "O", "O", "C", "C", "O", "C", "C", "H", "H", "H", "H", "H", "H", "H", "H", "H", "H", "H", "H", "H", "H", "H", "C", "C", "O", "P", "O", "O", "C", "C", "O", "C", "C", "H", "H", "H", "H", "H", "H", "H", "H", "H", "H", "H", "H", "H", "H", "H", "C", "C", "O", "P", "O", "O", "C", "C", "O", "C", "C", "H", "H", "H", "H", "H", "H", "H", "H", "H", "H", "H", "H", "H", "H", "H", "C", "C", "O", "P", "O", "O", "C", "C", "O", "C", "C", "H", "H", "H", "H", "H", "H", "H", "H", "H", "H", "H", "H", "H", "H", "H", "C", "C", "O", "P", "O", "O", "C", "C", "O", "C", "C", "H", "H", "H", "H", "H", "H", "H", "H", "H", "H", "H", "H", "H", "H", "H", "C", "C", "O", "P", "O", "O", "C", "C", "O", "C", "C", "H", "H", "H", "H", "H", "H", "H", "H", "H", "H", "H", "H", "H", "H", "H", "Br", "C", "C", "Br", "H", "H", "H", "H", "Br", "C", "C", "Br", "H", "H", "H", "H", "Br", "C", "C", "Br", "H", "H", "H", "H", "Br", "C", "C", "Br", "H", "H", "H", "H"], "coordinates": [[2.00, -4.57, -1.91], [1.47, -5.39, -3.09], [2.32, -5.38, -4.18], [1.91, -6.21, -5.53], [0.73, -7.09, -5.31], [1.67, -5.03, -6.65], [2.10, -3.71, -6.46], [3.52, -3.53, -6.95], [3.29, -6.93, -6.05], [3.89, -8.02, -5.28], [4.83, -7.64, -4.26], [2.76, -5.16, -1.40], [2.46, -3.70, -2.37], [1.16, -4.33, -1.26], [1.28, -6.42, -2.76], [0.51, -5.02, -3.45], [1.45, -3.11, -7.09], [1.94, -3.41, -5.42], [3.48, -3.78, -8.01], [3.97, -2.54, -6.85], [4.14, -4.22, -6.39], [3.11, -8.54, -4.73], [4.43, -8.66, -5.97], [5.70, -7.14, -4.70], [4.37, -7.01, -3.50], [5.18, -8.50, -3.69], [-2.92, -8.99, 0.00], [-3.68, -7.67, 0.34], [-3.97, -7.00, -0.83], [-3.23, -5.64, -1.26], [-1.74, -5.62, -1.07], [-3.71, -5.42, -2.80], [-3.18, -6.13, -3.85], [-3.64, -7.59, -3.84], [-3.97, -4.53, -0.43], [-3.98, -3.13, -0.75], [-2.60, -2.41, -0.46], [-2.57, -9.58, 0.85], [-3.55, -9.56, -0.68], [-2.01, -8.72, -0.53], [-4.65, -7.90, 0.76], [-3.04, -7.14, 1.04], [-3.30, -5.64, -4.82], [-2.10, -6.11, -3.73], [-3.30, -8.03, -2.90], [-4.73, -7.62, -3.92], [-3.30, -8.16, -4.71], [-4.06, -2.79, -1.79], [-4.79, -2.58, -0.27], [-2.19, -2.31, 0.54], [-1.85, -3.06, -0.93], [-2.37, -1.44, -0.91], [1.10, 9.69, -5.79], [1.32, 8.18, -5.69], [0.16, 7.64, -5.12], [0.15, 7.08, -3.56], [-1.18, 6.48, -3.08], [1.40, 6.04, -3.61], [1.25, 4.83, -4.24], [0.51, 3.86, -3.34], [0.76, 8.33, -2.75], [0.65, 8.50, -1.29], [1.64, 7.59, -0.61], [0.16, 9.87, -6.30], [1.13, 10.03, -4.76], [1.88, 10.15, -6.40], [1.34, 7.77, -6.71], [2.23, 7.78, -5.24], [0.75, 4.94, -5.20], [2.27, 4.47, -4.36], [0.61, 2.94, -3.93], [1.14, 3.71, -2.46], [-0.55, 4.04, -3.14], [0.74, 9.56, -1.07], [-0.36, 8.19, -1.01], [2.59, 7.95, -1.00], [1.65, 7.81, 0.45], [1.56, 6.52, -0.78], [-5.12, 0.29, -0.63], [-4.86, 1.82, -0.66], [-4.78, 2.30, 0.68], [-5.02, 3.91, 0.89], [-6.46, 4.21, 0.97], [-4.11, 4.14, 2.23], [-4.62, 3.89, 3.50], [-4.23, 5.03, 4.45], [-4.21, 4.59, -0.31], [-4.45, 5.95, -0.69], [-3.30, 6.94, -0.21], [-6.18, 0.13, -0.45], [-4.91, -0.21, -1.58], [-4.47, -0.29, 0.02], [-3.89, 2.01, -1.11], [-5.56, 2.31, -1.34], [-5.70, 3.74, 3.50], [-4.17, 2.98, 3.91], [-4.56, 4.90, 5.48], [-3.15, 5.15, 4.46], [-4.60, 5.96, 4.02], [-4.53, 6.03, -1.78], [-5.41, 6.32, -0.32], [-3.52, 7.91, -0.65], [-3.20, 7.10, 0.86], [-2.38, 6.60, -0.70], [3.80, -0.27, 3.40], [2.87, 0.52, 2.53], [1.62, -0.13, 2.39], [0.26, 0.61, 2.82], [0.03, 1.92, 2.22], [-0.95, -0.49, 2.51], [-2.24, 0.05, 2.51], [-3.21, -0.84, 3.34], [0.30, 0.46, 4.45], [0.19, -0.84, 4.97], [0.55, -0.80, 6.44], [3.96, -1.28, 3.02], [4.72, 0.31, 3.45], [3.44, -0.36, 4.42], [2.73, 1.53, 2.92], [3.31, 0.45, 1.53], [-2.36, 1.07, 2.87], [-2.68, 0.01, 1.51], [-3.30, -0.53, 4.39], [-4.23, -0.86, 2.96], [-2.87, -1.87, 3.30], [-0.78, -1.33, 4.85], [0.91, -1.51, 4.49], [1.62, -0.62, 6.58], [0.01, -0.07, 7.05], [0.30, -1.74, 6.91], [1.74, 4.46, 6.08], [0.98, 4.15, 4.78], [0.11, 5.21, 4.55], [0.37, 6.32, 3.38], [1.59, 7.10, 3.48], [0.18, 5.53, 1.96], [-1.02, 4.78, 1.80], [-0.82, 4.25, 0.35], [-0.96, 7.22, 3.49], [-0.97, 8.54, 2.88], [-2.30, 9.22, 3.38], [1.01, 4.45, 6.88], [2.48, 3.70, 6.35], [2.36, 5.34, 5.93], [1.60, 3.85, 3.94], [0.41, 3.25, 4.98], [-1.10, 3.96, 2.51], [-1.95, 5.34, 1.89], [-1.75, 3.80, 0.00], [-0.50, 5.03, -0.34], [-0.12, 3.43, 0.18], [-0.08, 9.12, 3.15], [-0.93, 8.57, 1.80], [-3.04, 8.42, 3.32], [-2.20, 9.45, 4.44], [-2.53, 10.05, 2.71], [-2.81, -3.43, 6.51], [-2.33, -4.92, 6.42], [-1.10, -5.13, 5.70], [-1.20, -5.65, 4.15], [-2.57, -5.74, 3.59], [-0.23, -4.63, 3.31], [0.41, -5.01, 2.06], [1.12, -3.80, 1.52], [-0.29, -7.03, 4.19], [-0.74, -8.21, 3.46], [0.35, -8.44, 2.45], [-2.15, -2.74, 7.03], [-2.76, -3.14, 5.46], [-3.83, -3.28, 6.86], [-2.12, -5.38, 7.38], [-3.20, -5.36, 5.94], [1.09, -5.78, 2.41], [-0.29, -5.44, 1.35], [1.91, -4.15, 0.86], [0.51, -3.09, 0.96], [1.74, -3.32, 2.28], [-0.78, -9.01, 4.20], [-1.69, -8.11, 2.93], [0.37, -7.77, 1.59], [1.30, -8.38, 2.99], [0.35, -9.46, 2.06], [4.81, 3.51, 2.41], [3.76, 4.55, 1.13], [2.81, 3.64, 0.41], [3.73, 2.40, -0.82], [4.44, 5.09, 0.48], [3.14, 5.30, 1.64], [2.18, 4.26, -0.23], [2.14, 3.06, 1.05], [-1.21, 1.20, -1.90], [0.62, 0.61, -1.30], [0.74, -0.90, -1.29], [2.60, -1.25, -0.72], [0.73, 0.95, -0.27], [1.34, 1.12, -1.94], [0.58, -1.31, -2.28], [0.19, -1.38, -0.47], [2.88, 0.32, -4.14], [4.82, 0.70, -4.55], [5.04, 0.76, -6.08], [3.88, 2.23, -6.83], [5.48, -0.05, -4.12], [4.99, 1.66, -4.05], [4.79, -0.14, -6.63], [6.08, 0.92, -6.38], [6.15, -5.43, -1.61], [6.69, -4.00, -0.41], [6.04, -2.75, -0.99], [6.59, -1.27, 0.24], [7.75, -3.84, -0.60], [6.41, -4.09, 0.64], [4.95, -2.71, -1.08], [6.42, -2.57, -2.00]], "lumo_ev": 0.0943, "smiles": "CCOP(=O)(OCC)OCC.CCOP(=O)(OCC)OCC.CCOP(=O)(OCC)OCC.CCOP(=O)(OCC)OCC.CCOP(=O)(OCC)OCC.CCOP(=O)(OCC)OCC.CCOP(=O)(OCC)OCC.BrCCBr.BrCCBr.BrCCBr.BrCCBr", "e_tot_ha": -27066.679469, "orbital_gap_ev": 10.021, "e_homo_ev": -9.93}

---

What is the formula in the first record?
C37H91B2NO20P5